No. 1
Below is a structure of composition C25H27F9N3O10P2Ta, with properties calculated with ωB97M-V/def2-TZVPD.

Geometry (Å):
C (-0.1865, -1.5020, -2.8265)
F (0.3235, -4.0937, 1.0213)
F (0.5269, -1.2990, 3.9715)
H (3.1499, -0.7253, -2.7532)
H (-1.3764, -2.9855, -5.6372)
C (0.1921, 3.5438, 1.2548)
C (2.1907, 2.2820, 0.9111)
C (-4.3032, -0.7520, 2.5845)
O (0.6204, 1.9668, -1.5250)
C (1.6805, -1.8676, 3.6069)
C (-2.3471, 3.3664, 1.0855)
H (-2.1166, -2.1759, -3.4125)
C (-2.2000, -0.8746, 1.3824)
O (-2.9766, 0.0820, -3.0439)
F (2.6180, -0.9160, 3.7527)
F (1.5386, -4.7604, 2.6521)
H (-1.4591, -2.8174, 1.0585)
O (1.8596, 1.4946, -3.7049)
O (-1.2191, -0.3077, 0.7004)
C (2.1348, -0.7406, -2.3467)
C (-2.2376, -2.2617, 1.5435)
O (-1.7987, 1.4545, -1.2679)
C (-1.0851, -2.1108, -3.7150)
C (-4.2689, -2.1126, 2.8106)
H (2.6072, -1.7262, -4.7586)
C (3.1338, 0.4583, -0.6485)
H (3.9480, 1.0969, 1.2030)
H (0.8481, 0.4683, 2.4402)
C (0.6695, -2.4021, -5.3337)
H (0.9876, -2.7257, -6.3133)
C (2.9528, 0.9671, 0.7742)
H (2.6385, 2.8614, 1.7311)
H (-0.9584, 3.3689, -0.5570)
C (-3.3070, 1.3126, 1.6512)
H (2.4482, 0.1766, 1.3202)
O (1.1250, -1.4735, 1.3063)
H (-4.2943, 1.7905, 1.7260)
C (-3.2684, -0.1108, 1.9039)
H (-0.0380, 3.7779, 2.2974)
H (-2.4922, 3.9065, 2.0325)
H (-1.9020, 3.2846, -3.2699)
C (1.5745, -1.8410, -4.4627)
H (-3.2088, 3.5880, 0.4419)
H (3.4207, 1.2735, -1.3256)
N (0.7401, 2.1535, 1.1889)
F (3.0967, -3.7408, 0.7722)
F (-0.2383, -3.6454, 3.0525)
H (0.9691, 4.2360, 0.9223)
P (-2.1072, 1.2017, -2.7437)
C (1.6081, -2.3830, 2.1211)
Ta (-0.2210, 0.4428, -0.5631)
C (-3.2311, -2.8685, 2.2866)
O (-0.6310, 1.0249, -3.4568)
C (3.0771, -2.8317, 1.7518)
H (-5.0632, -2.5849, 3.3665)
F (3.7735, -3.3421, 2.7758)
C (-1.0557, 3.8378, 0.4199)
F (3.7953, -1.7946, 1.3052)
O (-2.5697, 2.5968, -3.3520)
C (0.5482, 1.5087, 2.5002)
H (0.7991, 3.6945, -4.1726)
H (3.9478, -0.2735, -0.6343)
F (1.9485, -2.8119, 4.5132)
N (1.9425, -0.1818, -1.2015)
H (1.1295, 2.0179, 3.2783)
P (0.6280, 1.9220, -3.0445)
H (-1.1225, 4.9171, 0.2714)
C (-0.6645, -2.5432, -4.9540)
H (-3.1986, -3.9336, 2.4596)
O (0.1804, 3.4032, -3.5043)
C (1.1760, -1.3794, -3.1954)
H (-0.5114, 1.5261, 2.7438)
O (-0.5954, -1.0210, -1.6767)
H (-5.1238, -0.1618, 2.9634)
C (0.7989, -3.7308, 2.2119)
H (2.2931, 2.8475, -0.0174)
N (-2.2596, 1.9579, 1.3504)

Values from the calculation:
Gap between HOMO and LUMO, Eh: 0.291
E_HOMO, eV: -8.88
ΔE to the lowest compared entry with this formula, charge and spin, eV: 1.745

***

No. 2
Below is a structure of composition C24H39BN7OPtS4, with properties calculated with ωB97M-V/def2-TZVPD.

Geometry (Å):
C (2.9043, -0.9151, 3.0442)
H (-3.9518, 1.5261, 2.9411)
C (-1.2293, -3.3671, -0.1453)
H (-3.0409, 3.4801, 2.0285)
H (-2.7332, -2.3516, 0.9887)
H (5.6369, -1.1663, -0.7769)
H (5.6707, -1.0264, 1.9594)
Pt (0.9619, -0.1736, 0.0045)
C (-4.9801, 3.1814, 1.1242)
C (0.6041, -4.0864, -1.7845)
S (0.4018, 1.3130, 2.5261)
C (0.9213, 1.1999, -3.5152)
H (0.4620, 3.8305, -3.0256)
C (-1.5804, 1.0190, -3.3957)
B (3.0164, -1.2575, -1.9485)
C (-5.1559, 1.6631, 1.1500)
H (-1.5700, 0.6381, -2.3763)
H (-3.3058, 2.6706, -0.9050)
C (-2.7148, 2.8199, 0.0051)
H (0.2138, -5.0614, -2.0195)
H (2.5102, -3.8751, -2.9358)
C (1.7600, -3.5097, -2.2552)
H (2.9979, 0.1316, 4.9372)
H (-3.4463, 4.6606, 0.8172)
C (1.9456, 1.1542, -4.4762)
H (-4.4827, -0.0202, 2.3072)
S (-0.2489, 2.9987, 3.4307)
H (1.8153, -0.8819, 2.9353)
H (-1.3027, 3.7659, -2.9466)
H (-5.4288, 3.6191, 2.0183)
H (-0.3272, 2.9163, -1.7328)
S (1.3575, 1.8875, 0.9025)
N (-2.8414, 0.7246, 1.3339)
C (-2.1930, 1.4634, 0.4205)
H (-1.8317, 3.3763, -0.3034)
H (2.8059, -2.3372, 4.6744)
H (3.9008, -1.7598, -2.5814)
H (-0.6488, -5.4009, 0.3890)
C (2.9010, 0.3404, -3.9267)
H (4.3358, -2.3691, 3.7962)
H (-1.9610, -4.7373, 1.3661)
S (0.3216, 4.4571, 2.3469)
N (1.2568, 0.4864, -2.4442)
H (-2.3975, -0.1584, 1.5249)
H (-2.5128, 1.5669, -3.5523)
H (2.8950, -3.0946, 3.0769)
H (4.4780, 0.2319, 3.9857)
N (2.7379, -0.8526, 0.5494)
O (-1.1438, 1.0452, -0.1030)
C (4.8273, -1.0293, -0.0798)
H (-6.1487, 1.4142, 1.5262)
C (-1.7683, -2.1236, 0.5284)
H (-1.5700, 0.1710, -4.0816)
C (3.2559, -2.2635, 3.6838)
H (-0.2971, -4.1964, 1.6289)
C (-4.1185, 0.9646, 2.0173)
C (-3.5142, 3.5971, 1.0481)
H (-5.5258, 3.5924, 0.2723)
H (3.0891, 1.2107, 3.5352)
C (3.3884, 0.2365, 3.9246)
C (-1.0212, -4.4965, 0.8676)
N (1.8813, -2.2951, -1.7155)
H (-0.4351, 2.2438, -4.6998)
H (-5.0995, 1.2446, 0.1417)
C (-0.3881, 3.1900, -2.7865)
H (-1.9084, -1.3173, -0.1915)
H (1.9605, 1.6347, -5.4393)
C (0.0318, -3.1404, -0.9287)
H (-1.0852, -1.7808, 1.3132)
N (3.5733, -0.9544, -0.5192)
H (-1.9791, -3.6951, -0.8712)
H (3.8432, -0.0086, -4.3158)
C (4.8237, -0.9584, 1.2995)
C (-0.3814, 1.9315, -3.6535)
C (3.4859, -0.8447, 1.6650)
N (2.4832, -0.0416, -2.7035)
N (0.8134, -2.0508, -0.8997)

Values from the calculation:
Gap between HOMO and LUMO (alpha / beta), Eh: 0.201 / 0.201
E_HOMO (alpha / beta), eV: -11.11 / -11.11
Total charge: +1

***

No. 3
Below is a cluster of 2 separate species, ClH4NSi in total, with properties calculated with ωB97M-V/def2-TZVPD.

Geometry (Å):
Cl (0.7419, 0.7317, 2.1013)
H (-0.4056, -2.9490, 1.1044)
N (-0.5694, 0.8326, -0.6527)
H (-0.9950, 0.1821, -1.3301)
H (1.4913, -0.5175, -0.5471)
H (-0.7148, 1.8142, -0.9791)
Si (0.4517, -0.0942, 0.3034)

Values from the calculation:
Gap between HOMO and LUMO (alpha / beta), Eh: 0.357 / 0.260
E_HOMO (alpha / beta), eV: -9.98 / -7.45
ΔE to the lowest compared entry with this formula, charge and spin, eV: 4.261